C4H9NO2 | wB97M-V/def2-TZVPD

```
16
Properties=species:S:1:pos:R:3
N 0.91 -0.67 1.05
C 0.29 0.08 -0.03
C -0.19 1.47 0.38
O 0.95 2.28 0.58
C -0.82 -0.73 -0.68
C -0.24 -1.93 -1.40
O -0.77 -2.52 -2.29
H 1.59 -0.07 1.52
H 0.20 -0.85 1.77
H 1.06 0.25 -0.79
H -0.85 1.92 -0.37
H -0.76 1.35 1.32
H 0.79 2.95 1.25
H -1.40 -0.14 -1.39
H -1.51 -1.13 0.07
H 0.74 -2.27 -1.00
```

SMILES: N[C@H](CO)CC=O
ΔE to the lowest compared entry with this formula, charge and spin, kJ/mol: 160.4
HOMO level, eV: -9.4